1.
# C5H5CsFO4

C5H5CsFO4 as an isolated structure in a non-equilibrium geometry (ωB97M-V/def2-TZVPD, the OMol25 dataset).

Element x y z (Å)
C (-1.998, -0.437, 1.290)
H (1.293, 1.120, 1.173)
H (-2.601, 0.271, 0.709)
C (-2.338, -1.771, 1.316)
O (-3.255, -2.357, 0.627)
Cs (-3.143, -1.791, -2.464)
H (-1.727, -2.412, 1.988)
O (2.228, 0.093, -1.638)
O (0.888, 1.612, -0.819)
O (0.155, 0.301, -2.488)
C (2.776, 0.457, -0.435)
C (1.856, 1.426, 0.201)
C (1.037, 0.693, -1.772)
H (3.790, 0.157, -0.196)
F (2.453, 2.656, 0.395)
H (-1.412, -0.019, 2.112)

As for the total charge: 0. Its expectation value of S² is 0.754. The energy above the lowest of the compared OMol25 structures with the same formula, charge and spin comes out at 0.00 kcal per mole. As for the energy: -614.386506 Eh. As for the spin multiplicity: 2. As for the HOMO-LUMO gap (alpha / beta): 0.19790 / 0.19778 hartree. The calculation puts the HOMO energy (alpha / beta) at -6.01 / -6.01 eV.


2.
# C3N2O2S

One molecule with the formula C3N2O2S in a non-equilibrium geometry (ωB97M-V/def2-TZVPD, the OMol25 dataset).

Element x y z (Å)
O (-1.481, 2.730, 0.449)
C (-1.045, 1.673, 0.546)
N (-0.798, 0.484, 0.535)
C (-0.253, -0.775, 0.626)
S (-0.631, -1.925, 1.751)
N (0.703, -1.056, -0.371)
C (1.378, -0.615, -1.352)
O (2.127, -0.516, -2.184)

As for the total charge: 0. The energy above the lowest of the compared OMol25 structures with the same formula, charge and spin comes out at 11.61 kcal per mole. The SMILES is O=C=NC(=S)N=C=O. As for the energy: -772.473998 Eh. As for the HOMO-LUMO gap: 0.30710 hartree. The calculation puts the HOMO energy at -9.43 eV.


3.
# C4H10NO3

A 2-piece molecular cluster, C4H10NO3 overall in a non-equilibrium geometry (ωB97M-V/def2-TZVPD, the OMol25 dataset).

Element x y z (Å)
C (-1.522, -0.632, 0.064)
N (-2.247, 0.498, -0.627)
C (1.079, -0.471, -0.913)
C (0.049, -0.276, 0.256)
C (0.178, 1.155, 0.751)
O (-0.061, 2.131, -0.200)
O (-1.981, -0.973, 1.270)
H (-1.449, -1.411, -0.723)
H (-1.691, 1.341, -0.479)
H (1.304, -1.484, -1.256)
H (2.076, -0.154, -0.648)
H (0.936, 0.089, -1.850)
H (0.277, -0.929, 1.086)
H (1.239, 1.431, 0.918)
H (-0.348, 1.327, 1.691)
H (-3.078, 0.713, -0.018)
H (4.454, -1.356, 0.147)
O (3.731, -1.312, -0.494)

As for the total charge: -2. Its expectation value of S² is 0.756. The energy above the lowest of the compared OMol25 structures with the same formula, charge and spin comes out at 97.23 kcal per mole. As for the energy: -438.677341 Eh. As for the spin multiplicity: 2. As for the HOMO-LUMO gap (alpha / beta): 0.23481 / 0.19632 hartree. The calculation puts the HOMO energy (alpha / beta) at 0.18 / 0.22 eV.


4.
# C27H37N9O3S2Sc

C27H37N9O3S2Sc as an isolated structure in a non-equilibrium geometry (ωB97M-V/def2-TZVPD, the OMol25 dataset).

Element x y z (Å)
Sc (0.439, 0.726, 0.014)
O (-6.071, -0.441, -3.936)
C (-6.235, 0.254, -2.796)
O (-7.305, 0.696, -2.489)
C (-5.013, 0.451, -1.962)
C (-5.172, 0.712, -0.601)
C (-4.088, 0.962, 0.208)
C (-2.789, 0.988, -0.328)
C (-2.637, 0.740, -1.708)
C (-3.726, 0.467, -2.504)
N (-1.639, 1.331, 0.360)
C (-1.663, 1.853, 1.588)
C (-0.495, 2.489, 2.075)
C (-0.433, 3.095, 3.347)
C (0.704, 3.771, 3.718)
C (1.776, 3.837, 2.821)
C (1.662, 3.204, 1.598)
N (0.573, 2.534, 1.214)
H (-5.175, -0.780, -4.044)
H (-6.169, 0.717, -0.188)
H (-4.242, 1.147, 1.258)
H (-1.645, 0.796, -2.154)
H (-3.561, 0.312, -3.564)
H (-2.560, 1.894, 2.196)
H (-1.283, 3.003, 4.007)
H (0.772, 4.252, 4.682)
H (2.678, 4.367, 3.072)
H (2.470, 3.234, 0.875)
S (1.424, -2.752, 1.561)
O (-0.079, -0.926, -0.997)
C (-0.798, -1.790, -1.521)
C (-1.931, -2.464, -0.819)
C (-1.349, -3.843, -0.402)
C (-0.610, -4.667, -1.472)
C (0.789, -4.143, -1.863)
C (0.774, -2.968, -2.865)
N (-0.516, -2.299, -2.742)
H (-2.791, -2.604, -1.475)
H (-2.236, -1.918, 0.074)
H (-2.184, -4.438, -0.031)
H (-0.658, -3.683, 0.427)
H (-1.238, -4.823, -2.354)
H (-0.455, -5.653, -1.028)
H (1.362, -4.963, -2.297)
H (1.290, -3.837, -0.943)
H (0.884, -3.306, -3.896)
H (1.568, -2.252, -2.642)
H (-1.250, -2.906, -3.091)
S (1.015, 2.088, -2.197)
C (-0.052, 3.373, -2.348)
N (-1.071, 3.668, -1.530)
C (-1.913, 4.716, -2.081)
C (-1.026, 5.288, -3.204)
N (-0.019, 4.253, -3.351)
H (-1.371, 3.054, -0.781)
H (-2.162, 5.458, -1.321)
H (-2.845, 4.291, -2.475)
H (-0.561, 6.236, -2.911)
H (-1.570, 5.436, -4.139)
H (0.736, 4.305, -4.013)
C (6.225, -1.769, 2.394)
C (5.146, -2.264, 3.351)
C (4.477, -3.524, 2.817)
C (4.107, -1.163, 3.628)
N (3.212, -0.875, 2.543)
C (1.806, -1.193, 2.481)
N (1.319, -0.231, 1.554)
N (2.429, 0.335, 0.990)
N (3.489, -0.006, 1.585)
H (6.974, -2.544, 2.253)
H (6.722, -0.885, 2.792)
H (5.799, -1.516, 1.425)
H (5.609, -2.482, 4.319)
H (4.081, -3.348, 1.820)
H (3.655, -3.833, 3.459)
H (5.193, -4.339, 2.761)
H (4.638, -0.234, 3.865)
H (3.487, -1.449, 4.482)
H (1.304, -1.221, 3.451)

As for the total charge: +1. The energy above the lowest of the compared OMol25 structures with the same formula, charge and spin comes out at 68.53 kcal per mole. As for the energy: -3326.567559 Eh. As for the HOMO-LUMO gap (alpha / beta): 0.18426 / 0.25394 hartree. The calculation puts the HOMO energy (alpha / beta) at -9.07 / -10.39 eV.


Look up the energy above the lowest of the compared OMol25 structures with the same formula, charge and spin of the first one. 0.00 kcal per mole